Formula: C2H6NO2
Source: the OMol25 dataset
Level of theory: the ωB97M-V functional and the def2-TZVPD basis

Summary:
- 2S+1 = 1
- total charge = -1
- LUMO energy (eV) = 4.21
- frontier orbital gap (hartree) = 0.300
- largest force on an atom (eV/Å) = 4.055
- HOMO level (eV) = -3.9
- energy above the lowest of the compared OMol25 structures with the same formula, charge and spin (kcal/mol) = 65.6

Last column: Mulliken charge in e.
Positions of all 11 atoms, in Å:
C1 -1.2795 -1.1860 -1.2455  -0.516
O1 -0.1092 -1.3872 -0.3966  -0.649
H1 -1.6182 -0.1425 -1.0208  0.190
H2 -1.1781 -1.3875 -2.3696  0.157
H3 -1.9862 -1.9207 -0.8498  0.155
C2 1.5008 1.2868 1.4784  -0.121
N1 0.4984 0.7542 0.7057  -0.410
O2 1.8742 2.3103 2.1801  -0.620
H4 2.5005 0.7042 1.1150  0.156
H5 -0.0200 -0.4167 0.1152  0.568
H6 -0.1828 1.3851 0.2880  0.089